# C17H26AuGeNOS4

A molecular structure, C17H26AuGeNOS4 in a non-equilibrium geometry (ωB97M-V/def2-TZVPD, the OMol25 dataset).

Cartesian coordinates (Å):
Au -2.420 -1.774 -0.546
O -2.497 -3.940 5.759
C -2.395 -3.288 4.787
S -0.809 -3.076 3.915
C -1.450 -2.226 2.558
C -2.808 -1.922 2.568
S -3.644 -1.064 1.355
S -3.713 -2.406 3.975
S -0.380 -1.885 1.238
N -1.867 -2.641 -2.491
C -2.257 -1.660 -3.452
C -3.601 -1.553 -3.826
C -3.988 -0.565 -4.708
C -3.047 0.329 -5.218
C -1.707 0.214 -4.848
C -1.309 -0.773 -3.970
H -2.405 -3.501 -2.591
H -0.874 -2.864 -2.547
H -4.325 -2.246 -3.425
H -5.021 -0.491 -5.007
H -3.353 1.100 -5.910
H -0.976 0.895 -5.255
H -0.269 -0.870 -3.691
C 4.559 1.861 1.094
C 4.347 0.847 2.205
C 4.057 -0.566 1.716
C 2.752 -0.694 0.946
Ge 1.184 -0.255 2.162
C 0.028 1.404 2.392
C -0.518 2.016 1.116
C 0.592 2.435 0.160
C 0.074 3.259 -1.006
H 4.874 2.815 1.509
H 3.649 2.029 0.518
H 5.336 1.518 0.415
H 3.509 1.169 2.846
H 5.237 0.823 2.838
H 4.047 -1.245 2.571
H 4.860 -0.890 1.050
H 2.605 -1.722 0.617
H 2.751 -0.050 0.069
H 1.347 -0.967 3.510
H 0.654 2.128 2.914
H -0.777 1.117 3.070
H -1.097 2.899 1.398
H -1.205 1.326 0.613
H 1.080 1.528 -0.220
H 1.334 3.014 0.714
H -0.660 2.698 -1.582
H 0.893 3.545 -1.661
H -0.396 4.169 -0.642

The value obtained for the gap between HOMO and LUMO (spin up / spin down) is 3.78 / 3.69 eV. Its charge is +2. The energy above the lowest of the compared OMol25 structures with the same formula, charge and spin comes out at 0.0 kcal per mole. Its maximum force is 4.2 eV/Å.

natural (NBO) population analysis, charges in e, atoms 1 to 2: Au 0.608; O -0.375